(A)
One molecule with the formula C9H11NO. Source: OMol25; level of theory: the ωB97M-V functional and the def2-TZVPD basis.

Summary:
- SMILES = CC1=C=CC=C(C)N2[C@H](O)[C@@H]12
- HOMO-LUMO gap (alpha / beta) (eV) = 8.23 / 8.23
- 2S+1 = 1
- HOMO level (alpha / beta) (Ha) = -0.3148 / -0.3149

Last column: natural (NBO) charge in e.
Atoms and positions in Å:
C 0.8648 0.9235 -1.7346  -0.2421
C -0.2503 1.4499 -0.7861  -0.2712
C 1.8185 0.1838 -1.1822  -0.0628
C -1.1535 0.8332 -0.0072  0.1533
C 0.3383 -1.1348 0.3506  -0.1990
C 1.5552 -0.4791 0.0205  0.0796
C -0.7219 -1.5228 -0.6013  0.2548
C -2.2930 1.5498 0.5872  -0.6342
C 2.7065 -0.5191 1.1281  -0.6465
N -1.0462 -0.5382 0.4555  -0.4229
O -1.2860 -2.7953 -0.6531  -0.6840
H 0.9108 1.4249 -2.7861  0.2181
H -0.5901 2.4804 -1.0597  0.2049
H 0.4947 -1.8064 1.1951  0.2134
H -0.7619 -0.9314 -1.5585  0.2028
H -3.1684 0.9106 0.3945  0.2260
H -2.3073 1.7855 1.7549  0.2326
H -2.3932 2.5584 -0.0130  0.2184
H 3.1942 0.4322 1.0518  0.2258
H 3.4974 -1.2805 0.9426  0.2399
H 2.1852 -0.5247 2.2042  0.2118
H -1.5937 -2.9999 0.2969  0.4814



(B)
A 2-piece molecular cluster, C9H11NO overall. Source: OMol25; level of theory: the ωB97M-V functional and the def2-TZVPD basis.

Summary:
- SMILES = On1cccc1.C=CC#CC
- HOMO-LUMO gap (eV) = 9.30
- 2S+1 = 1
- HOMO level (Ha) = -0.3146

Last column: natural (NBO) charge in e.
Atoms and positions in Å:
C 2.4201 1.2767 2.1485  -0.1035
C 1.5243 0.5119 1.4380  -0.2918
C 0.4400 0.2182 2.3133  -0.3036
C 0.7026 0.8165 3.5201  -0.0946
C -3.7952 -0.5343 -3.2643  -0.6840
C -2.3887 -0.6604 -2.8989  0.0342
C -1.2711 -0.8397 -2.5102  -0.0726
C 0.0376 -1.0876 -1.9929  -0.2604
C 0.7583 -2.1110 -2.4797  -0.3442
H 2.3954 3.1959 3.9615  0.4724
H 3.3353 1.7832 1.8363  0.2187
H 1.5953 0.2296 0.4017  0.2137
H -0.4110 -0.4010 2.0863  0.2261
H 0.1957 0.8225 4.4755  0.2242
H -3.9610 -0.8605 -4.2946  0.2338
H -4.4293 -1.1678 -2.6491  0.2360
H -4.0994 0.5204 -3.1597  0.2350
H 0.3648 -0.4108 -1.1900  0.2226
H 1.7763 -2.3375 -2.1267  0.1965
H 0.4707 -2.7310 -3.3285  0.2029
N 1.8904 1.4745 3.3769  -0.0450
O 2.4490 2.2924 4.3368  -0.5165



Stability, highest: (B)



(A)
A 2-piece molecular cluster, C2H6OS2 overall. Source: OMol25; level of theory: the ωB97M-V functional and the def2-TZVPD basis.

Summary:
- SMILES = C=O.CSS
- HOMO-LUMO gap (eV) = 9.51
- 2S+1 = 1
- HOMO level (Ha) = -0.3353

Last column: natural (NBO) charge in e.
Atoms and positions in Å:
O 0.4009 -3.3539 3.5699  -0.4928
C -0.3227 -3.6867 2.6499  0.2571
H -0.4087 -3.0516 1.8040  0.1163
H -0.7956 -4.5937 2.7777  0.1193
C -0.2172 2.9343 -1.5925  -0.7843
S 1.3914 2.0062 -1.2939  0.1104
S 1.1654 0.1423 -2.0537  -0.1364
H -1.1182 2.8853 -2.0631  0.2440
H 0.0546 3.9312 -2.1907  0.2207
H -0.5147 3.2720 -0.5784  0.2189
H 0.3649 -0.4854 -1.0294  0.1269



(B)
A 2-piece molecular cluster, C2H6OS2 overall. Source: OMol25; level of theory: the ωB97M-V functional and the def2-TZVPD basis.

Summary:
- SMILES = C=CO.SS
- HOMO-LUMO gap (eV) = 9.25
- 2S+1 = 1
- HOMO level (Ha) = -0.3293

Last column: natural (NBO) charge in e.
Atoms and positions in Å:
S 1.9595 0.3552 -0.8842  -0.1271
S 2.8198 0.1929 0.9974  -0.1376
H 3.0902 0.0294 -1.5232  0.1297
H 2.3454 1.3514 1.4747  0.1359
C -1.6644 0.5648 0.5312  -0.5090
C -1.2954 -0.5956 0.0379  0.1338
O -1.6302 -0.9343 -1.2586  -0.6829
H -1.7732 0.6968 1.6005  0.2074
H -1.9189 1.4106 -0.0934  0.2090
H -0.9130 -1.4254 0.6218  0.1677
H -1.0198 -1.6457 -1.5041  0.4731



(C)
A 2-piece molecular cluster, C2H6OS2 overall. Source: OMol25; level of theory: the ωB97M-V functional and the def2-TZVPD basis.

Summary:
- SMILES = CC=O.SS
- HOMO-LUMO gap (eV) = 9.39
- 2S+1 = 1
- HOMO level (Ha) = -0.3288

Last column: natural (NBO) charge in e.
Atoms and positions in Å:
S 0.9053 -3.5257 1.2063  -0.1296
S 0.7707 -3.6901 -0.8560  -0.1241
H 2.2360 -3.4590 1.3770  0.1276
H 1.3348 -2.6098 -1.3018  0.1274
O 0.2036 0.4827 -0.6988  -0.5232
C -0.5784 1.0141 0.0656  0.4346
C -0.8515 2.5422 -0.0685  -0.7445
H -1.3420 0.3640 0.7327  0.1171
H 0.0736 3.0737 0.3415  0.2451
H -1.8670 2.9054 0.3413  0.2256
H -0.8850 2.9026 -1.1394  0.2442



Stability, highest: (C)



(A)
A 2-piece molecular cluster, C5H6N2O2S overall. Source: OMol25; level of theory: the ωB97M-V functional and the def2-TZVPD basis.

Summary:
- HOMO-LUMO gap (eV) = 8.59
- 2S+1 = 1
- HOMO level (Ha) = -0.3037

Last column: natural (NBO) charge in e.
Atoms and positions in Å:
C 0.2695 0.9629 -0.9485  -0.3683
C -0.4916 -0.2531 -1.0732  -0.1548
C 0.9896 1.2948 0.1699  0.0665
C -2.7549 0.0844 0.9103  0.8570
C -0.5480 -1.0186 0.0236  -0.5666
N 1.1208 0.4597 1.1447  -0.8112
N -2.4669 1.2650 1.0178  -0.7744
O -3.3205 -0.9341 0.8143  -0.5304
O 1.5462 -2.1823 1.1779  -0.9005
S 0.4482 -0.9420 1.4355  1.3480
H 0.4230 1.5067 -1.8750  0.2164
H -1.2935 -0.0370 -1.8295  0.2481
H 1.4265 2.2667 0.4386  0.2090
H -1.2223 -1.8381 0.0298  0.2407
H 1.9440 -2.4834 1.9831  0.4919
H -1.6800 1.8075 0.7481  0.4284



(B)
A 2-piece molecular cluster, C5H6N2O2S overall. Source: OMol25; level of theory: the ωB97M-V functional and the def2-TZVPD basis.

Summary:
- HOMO-LUMO gap (alpha / beta) (eV) = 9.38 / 9.38
- 2S+1 = 1
- HOMO level (alpha / beta) (Ha) = -0.3313 / -0.3313

Last column: natural (NBO) charge in e.
Atoms and positions in Å:
C -2.5495 1.4677 -0.1549  -0.0520
C -3.4959 0.5318 0.1007  -0.4529
C -1.2416 -0.2809 0.0263  -0.1325
C 0.8445 -1.3698 -0.1339  0.8253
C 3.1197 -0.6058 0.1017  -0.4170
N -1.2757 0.9877 -0.1956  -0.5879
N 1.6860 -0.4039 -0.0120  -0.1690
O 0.7914 -2.5466 -0.2319  -0.5174
O 1.3732 0.9434 0.0263  -0.5516
S -2.7699 -1.0249 0.3019  0.4124
H -2.7203 2.5140 -0.3298  0.2139
H -4.5573 0.6485 0.1862  0.2402
H 3.3235 -1.6530 0.3116  0.2274
H 3.6131 -0.3018 -0.8219  0.2146
H 3.4785 0.0214 0.9177  0.2264
H 0.3802 1.0722 -0.0924  0.5202



Stability, highest: (A)



(A)
An isolated ion of composition C6H7Cl2NP and charge +1. Source: OMol25; level of theory: the ωB97M-V functional and the def2-TZVPD basis.

Summary:
- SMILES = Cc1cccc[n+]1P(Cl)Cl
- total charge = +1
- HOMO-LUMO gap (eV) = 9.13
- 2S+1 = 1
- HOMO level (Ha) = -0.5091

Last column: natural (NBO) charge in e.
Atoms and positions in Å:
C -1.9566 -1.1147 0.6242  -0.0970
C -0.8516 -1.4556 1.4123  -0.2329
C -1.6936 -0.1510 -0.3759  -0.2124
C 0.3578 -0.7815 1.3213  0.0641
C -0.3865 0.4119 -0.5240  0.2497
C -0.1483 1.4990 -1.4967  -0.6779
N 0.5100 0.1847 0.4752  -0.4590
P 2.5422 0.8562 -0.0235  0.9710
Cl 2.9782 -0.6277 -1.2960  -0.1964
Cl 3.6436 0.4783 1.5206  -0.1505
H -2.9064 -1.6761 0.7059  0.2622
H -0.9637 -2.1940 2.1669  0.2478
H -2.3675 0.3434 -1.0288  0.2416
H 1.2634 -0.9562 1.9028  0.2252
H 0.4162 1.0723 -2.4037  0.2538
H -1.0268 1.9094 -1.9621  0.2651
H 0.5896 2.2016 -1.0183  0.2453



(B)
An isolated ion of composition C6H7Cl2NP and charge +1. Source: OMol25; level of theory: the ωB97M-V functional and the def2-TZVPD basis.

Summary:
- total charge = +1
- HOMO-LUMO gap (eV) = 7.70
- 2S+1 = 1
- HOMO level (Ha) = -0.4933

Last column: natural (NBO) charge in e.
Atoms and positions in Å:
C -1.7427 1.3484 0.4357  -0.1441
C -0.6268 2.0313 0.4603  -0.1765
C -1.7234 -0.1029 0.1739  -0.3822
C 0.7249 1.6009 0.0238  0.1489
C -0.9639 -1.0602 -0.0313  0.5586
C -0.4233 -2.2535 -0.5487  -0.8161
N 1.1430 0.4426 0.0428  -0.7230
P 2.6130 -0.1194 -0.6836  1.0261
Cl 2.7574 -1.7851 0.4647  -0.2601
Cl 4.0036 1.0544 0.2645  -0.2504
H -2.7103 1.7741 0.7253  0.2602
H -0.6795 3.0652 0.5491  0.2402
H -2.8135 -0.4488 0.4693  0.3709
H 1.4531 2.3176 -0.1261  0.1890
H 0.5028 -2.5970 0.0089  0.3190
H -1.1915 -3.0967 -0.5749  0.3451
H -0.3230 -2.1709 -1.6535  0.2944



Stability, highest: (A)



(A)
One molecule with the formula CH3NS. Source: OMol25; level of theory: the ωB97M-V functional and the def2-TZVPD basis.

Summary:
- SMILES = NC=S
- HOMO-LUMO gap (eV) = 9.00
- 2S+1 = 1
- HOMO level (Ha) = -0.3129

Last column: natural (NBO) charge in e.
Atoms and positions in Å:
C -0.5019 0.3879 0.0731  -0.0432
H 1.3185 -0.5901 0.4219  0.4205
H 0.4879 -0.9071 -1.1923  0.3948
H -1.3521 0.3154 -0.5524  0.1918
N 0.5857 -0.2479 -0.3686  -0.7753
S -0.5381 1.0419 1.6183  -0.1885



(B)
A 2-piece molecular cluster, CH3NS overall. Source: OMol25; level of theory: the ωB97M-V functional and the def2-TZVPD basis.

Summary:
- HOMO-LUMO gap (eV) = 10.10
- 2S+1 = 1
- HOMO level (Ha) = -0.3682

Last column: natural (NBO) charge in e.
Atoms and positions in Å:
C 3.1585 -0.8539 -0.1048  -0.1861
N -0.2778 -0.1840 -0.2001  -1.0528
S 4.1609 0.2387 0.0114  0.1847
H -0.7803 0.3678 -0.8761  0.3509
H -0.8019 -0.2169 0.6627  0.3551
H 0.5313 0.4020 -0.0177  0.3482



(C)
One molecule with the formula CH3NS. Source: OMol25; level of theory: the ωB97M-V functional and the def2-TZVPD basis.

Summary:
- SMILES = C=NS
- HOMO-LUMO gap (eV) = 9.70
- 2S+1 = 1
- HOMO level (Ha) = -0.3319

Last column: natural (NBO) charge in e.
Atoms and positions in Å:
C 0.8879 0.2934 0.4511  -0.1267
H -2.1376 -0.6399 -0.7569  0.1338
H 1.1826 0.1390 1.5030  0.1993
H 1.1960 1.0470 -0.2315  0.1825
N -0.2537 -0.3950 0.3463  -0.4970
S -0.8751 -0.4445 -1.3121  0.1080



Stability, highest: (A)



(A)
A 2-piece molecular cluster, C4H14N2O overall. Source: OMol25; level of theory: the ωB97M-V functional and the def2-TZVPD basis.

Summary:
- total charge = +2
- HOMO-LUMO gap (eV) = 11.80
- 2S+1 = 1
- HOMO level (Ha) = -0.6781

Last column: natural (NBO) charge in e.
Atoms and positions in Å:
C -0.8067 -1.1077 -0.3760  -0.2188
C 0.3019 0.0104 -0.2841  -0.4513
C -0.2525 1.2496 0.3504  -0.1341
C -0.3809 2.3767 -0.3641  -0.0512
N -0.8603 3.6347 0.3490  -0.7025
N -0.1072 -2.3860 -0.7495  -0.7155
H -1.3233 -1.2059 0.5691  0.2405
H -1.4218 -0.6950 -1.2018  0.2445
H 1.2449 -0.3643 0.2072  0.2513
H 0.5181 0.2155 -1.3421  0.2288
H -0.4326 1.2720 1.4008  0.2341
H -0.1681 2.5686 -1.3835  0.2409
H -0.7587 4.3042 -0.4151  0.4638
H -1.8599 3.5343 0.5948  0.4629
H -0.2977 3.8392 1.1864  0.4664
H 0.8297 -2.4762 -0.2514  0.4809
H -0.6877 -3.2156 -0.4217  0.4597
H 0.1329 -2.5479 -1.7260  0.4487
H 2.7140 -2.5361 1.0305  0.5102
H 1.7981 -3.5827 1.7506  0.5250
O 1.8178 -2.8876 1.0764  -0.9846



(B)
A 2-piece molecular cluster, C4H14N2O overall. Source: OMol25; level of theory: the ωB97M-V functional and the def2-TZVPD basis.

Summary:
- total charge = +2
- HOMO-LUMO gap (eV) = 11.72
- 2S+1 = 1
- HOMO level (Ha) = -0.6816

Last column: natural (NBO) charge in e.
Atoms and positions in Å:
C 0.6161 0.4002 1.3346  -0.2068
C 0.4366 -0.9269 0.5903  -0.4876
C -0.6266 -0.8937 -0.4680  0.1403
C -1.9313 -0.7865 -0.3344  -0.3319
N -0.1049 -0.6888 -1.8895  -0.7076
N 1.9053 0.3341 2.1762  -0.6811
H 0.7005 1.3102 0.7458  0.2548
H -0.1364 0.6349 2.0815  0.2430
H 1.4141 -1.2022 0.1884  0.2305
H 0.1394 -1.6477 1.3527  0.2732
H -2.7006 -0.8442 -1.0935  0.2569
H -2.3276 -0.7381 0.6763  0.2468
H 0.8986 -0.8565 -1.8897  0.4388
H -0.3341 0.2183 -2.3120  0.4845
H -0.5712 -1.4370 -2.4123  0.4586
H 1.8185 0.8440 3.0610  0.4627
H 2.2068 -0.6197 2.3866  0.4507
H 2.6719 0.8227 1.7041  0.4519
H -1.6486 1.8379 -1.1734  0.4992
H -0.5050 2.7616 -1.6358  0.5153
O -0.6895 1.8801 -1.2853  -0.9924



Stability, highest: (A)